Entry 1:
Computed, not measured: a structure of composition C3H6O3Zn in a non-equilibrium geometry, with ωB97M-V/def2-TZVPD.

Results
charge	+1
multiplicity	2
ΔE to the lowest compared entry with this formula, charge and spin	45.84	kcal per mole
max |F|	7.05	eV/A

Last column: natural (NBO) charge in e.
CARTESIAN COORDINATES (ANGSTROEM)
H1 2.000 -1.581 -0.152  0.560
O1 0.960 -1.910 0.296  -0.550
Zn1 1.994 1.584 0.092  0.925
O2 -0.661 -0.441 -0.352  -0.451
C1 0.506 -0.725 0.140  1.014
O3 1.416 -0.107 -0.511  -0.884
C2 -1.682 0.170 0.471  -0.080
C3 -2.462 1.136 -0.386  -0.643
H2 -2.296 -0.666 0.821  0.212
H3 -1.244 0.648 1.352  0.186
H4 -2.539 0.778 -1.421  0.244
H5 -3.477 1.223 0.025  0.249
H6 -2.008 2.135 -0.380  0.218

Entry 2:
Computed, not measured: a structure of composition C36H39N2O in a non-equilibrium geometry, with ωB97M-V/def2-TZVPD.

Results
charge	+1
ΔE to the lowest compared entry with this formula, charge and spin	129.79	kcal per mole
max |F|	6.37	eV/A

Last column: Mulliken charge in e.
CARTESIAN COORDINATES (ANGSTROEM)
C1 -4.691 -1.230 -5.370  -1.511
C2 -4.434 -1.068 -3.895  0.826
C3 -3.142 -0.840 -3.451  -1.015
C4 -2.832 -0.622 -2.073  1.135
C5 -1.507 -0.515 -1.630  -1.616
C6 -3.950 -0.566 -1.163  -0.313
N1 -3.721 -0.191 0.177  1.053
C7 -2.969 0.955 0.579  0.009
N2 -2.623 0.690 1.940  0.472
C8 -2.298 1.768 2.793  -0.337
C9 -2.987 2.972 2.567  1.240
C10 -3.973 3.001 1.475  -1.575
C11 -2.730 4.044 3.434  -0.663
C12 -1.775 3.936 4.451  0.662
C13 -1.482 5.131 5.314  -1.358
C14 -1.109 2.716 4.642  -0.812
C15 -1.367 1.611 3.825  0.903
C16 -0.676 0.300 4.022  -2.007
C17 -3.209 -0.502 2.323  -0.659
C18 -3.887 -1.022 1.273  -0.656
C19 -5.235 -0.917 -1.584  1.317
C20 -6.373 -1.053 -0.618  -1.856
C21 -5.464 -1.159 -2.945  -0.940
H1 -5.722 -1.546 -5.560  0.365
H2 -4.516 -0.287 -5.912  0.223
H3 -4.016 -1.982 -5.801  0.355
H4 -2.331 -0.839 -4.182  0.444
H5 -2.132 1.148 -0.081  -0.478
H6 -1.239 -0.879 -0.639  0.367
H7 -0.714 -0.398 -2.374  0.450
H8 -4.015 3.960 0.953  0.388
H9 -3.675 2.023 0.654  0.426
H10 -4.976 2.746 1.836  0.570
H11 -3.261 4.989 3.308  0.459
H12 -0.713 4.902 6.062  0.380
H13 -1.132 5.991 4.721  0.097
H14 -2.388 5.458 5.846  0.354
H15 -0.384 2.625 5.453  0.401
H16 0.269 0.451 4.555  0.453
H17 -1.281 -0.396 4.622  0.357
H18 -0.452 -0.189 3.066  0.354
H19 -3.100 -0.900 3.320  0.489
H20 -4.442 -1.946 1.207  0.544
H21 -7.316 -1.045 -1.176  0.428
H22 -6.319 -2.008 -0.076  0.342
H23 -6.407 -0.246 0.124  0.328
H24 -6.467 -1.432 -3.273  0.313
C22 -5.095 3.009 -6.361  -0.900
O1 -3.946 2.247 -5.937  -0.436
C23 -3.417 2.504 -4.707  0.822
C24 -2.078 2.105 -4.492  -0.991
C25 -1.555 2.137 -3.227  -0.302
C26 -2.270 2.692 -2.142  1.235
C27 -1.559 2.840 -0.891  -1.898
C28 -1.457 4.090 -0.205  1.050
C29 -0.567 4.198 0.899  -0.562
C30 -0.374 5.401 1.551  -0.655
C31 -1.128 6.531 1.201  0.847
C32 -1.040 7.798 1.990  -1.380
C33 -1.978 6.453 0.095  -1.233
C34 -2.153 5.267 -0.595  -0.507
C35 -3.596 3.134 -2.378  -0.283
C36 -4.160 3.062 -3.643  -0.746
H25 -5.234 2.707 -7.398  0.276
H26 -5.979 2.735 -5.769  0.322
H27 -4.909 4.092 -6.319  0.377
H28 -1.499 1.735 -5.337  0.450
H29 -0.554 1.740 -3.042  0.583
H30 -0.688 2.188 -0.757  0.688
H31 -0.037 3.302 1.232  0.379
H32 0.362 5.475 2.355  0.454
H33 -1.865 8.461 1.706  0.375
H34 -1.119 7.611 3.070  0.215
H35 -0.096 8.330 1.809  0.330
H36 -2.493 7.357 -0.239  0.390
H37 -2.809 5.241 -1.463  0.559
H38 -4.185 3.568 -1.565  0.456
H39 -5.167 3.445 -3.826  0.373

Entry 3:
Computed, not measured: a structure of composition C24H18F5LuO2 in a non-equilibrium geometry, with ωB97M-V/def2-TZVPD.

Results
max |F|	2.43	eV/A

Last column: natural (NBO) charge in e.
CARTESIAN COORDINATES (ANGSTROEM)
C1 2.875 0.476 1.182  -0.351
C2 2.972 -0.304 -0.012  -0.362
C3 1.973 0.147 -0.926  -0.392
H1 3.738 -1.051 -0.220  0.255
C4 1.273 1.219 -0.293  -0.386
C5 1.830 1.429 1.002  -0.363
H2 1.573 2.221 1.703  0.244
H3 3.548 0.426 2.038  0.249
H4 1.815 -0.229 -1.936  0.235
H5 0.475 1.807 -0.741  0.269
C6 -1.711 -1.305 1.069  -0.377
C7 -1.186 -1.668 2.349  -0.355
C8 -0.720 -0.481 2.995  -0.370
H6 -1.248 -2.657 2.803  0.254
C9 -0.961 0.620 2.121  -0.351
C10 -1.560 0.105 0.926  -0.395
H7 -1.897 0.703 0.081  0.265
H8 -2.197 -1.989 0.375  0.241
H9 -0.361 -0.412 4.021  0.251
H10 -0.792 1.667 2.367  0.243
Lu1 0.758 -0.799 1.040  1.941
O1 -1.292 1.497 -1.976  -0.522
C11 -1.075 0.750 -3.174  -0.096
C12 -1.269 2.236 -3.333  0.020
H11 -0.059 0.358 -3.287  0.186
H12 -1.926 0.142 -3.490  0.188
H13 -0.359 2.829 -3.500  0.209
H14 -1.644 4.513 -4.831  0.212
C13 -2.571 3.960 -4.652  -0.212
C14 -2.529 2.785 -3.844  0.000
C15 -3.747 2.103 -3.616  -0.214
H15 -3.748 1.212 -2.979  0.217
C16 -4.934 2.549 -4.205  -0.210
H16 -5.855 1.997 -4.020  0.217
C17 -4.958 3.685 -5.022  -0.207
H17 -5.893 4.019 -5.481  0.220
C18 -3.766 4.391 -5.233  -0.214
H18 -3.774 5.285 -5.858  0.219
F1 4.727 -5.282 5.558  -0.293
C19 4.001 -4.512 4.724  0.245
C20 2.658 -4.254 4.992  0.266
F2 2.090 -4.787 6.089  -0.292
C21 1.930 -3.439 4.149  0.302
F3 0.622 -3.196 4.435  -0.315
C22 2.510 -2.850 3.006  0.242
O2 1.810 -2.073 2.225  -0.852
C23 3.872 -3.133 2.758  0.263
F4 4.474 -2.578 1.674  -0.306
C24 4.602 -3.948 3.598  0.278
F5 5.904 -4.185 3.349  -0.293

Entry 4:
Computed, not measured: a structure of composition C24H26N8OSSeSn in a non-equilibrium geometry, with ωB97M-V/def2-TZVPD.

Results
charge	+2
ΔE to the lowest compared entry with this formula, charge and spin	4.17	kcal per mole
max |F|	2.65	eV/A

Last column: natural (NBO) charge in e.
CARTESIAN COORDINATES (ANGSTROEM)
Sn1 -0.595 0.746 1.493  1.455
Se1 6.295 -2.544 -1.326  1.017
N1 5.966 -1.028 -0.461  -0.606
C1 4.689 -0.935 -0.132  0.148
C2 4.025 0.214 0.497  -0.013
C3 4.679 1.313 1.060  -0.123
C4 3.964 2.390 1.569  -0.227
C5 2.550 2.332 1.497  0.070
N2 1.917 1.252 1.065  -0.498
C6 2.627 0.254 0.523  0.126
C7 1.820 -0.864 -0.024  0.266
N3 0.475 -0.699 -0.097  -0.562
C8 -0.256 -1.570 -0.806  0.061
C9 0.301 -2.695 -1.399  -0.237
C10 1.672 -2.919 -1.241  -0.080
C11 2.421 -1.958 -0.589  -0.101
C12 3.925 -2.031 -0.598  0.099
N4 4.548 -3.014 -1.140  -0.586
H1 5.764 1.387 0.978  0.258
H2 4.435 3.300 1.981  0.259
H3 1.872 3.134 1.810  0.220
H4 -1.304 -1.411 -0.907  0.215
H5 -0.335 -3.438 -1.891  0.248
H6 2.163 -3.803 -1.633  0.263
N5 0.635 -2.474 4.470  -0.482
C13 1.506 -1.596 5.082  -0.042
C14 1.581 -0.522 4.220  -0.072
N6 0.681 -0.697 3.244  -0.508
C15 0.118 -1.847 3.407  0.289
C16 -0.904 -2.328 2.527  0.327
N7 -1.544 -1.499 1.755  -0.549
C17 -2.556 -2.205 1.168  -0.080
C18 -2.533 -3.498 1.557  -0.052
N8 -1.466 -3.557 2.452  -0.481
H7 0.398 -3.420 4.830  0.445
H8 2.045 -1.826 6.025  0.261
H9 2.143 0.377 4.234  0.234
H10 -3.252 -1.692 0.432  0.235
H11 -3.090 -4.347 1.227  0.258
H12 -1.096 -4.382 2.873  0.435
C19 0.256 2.439 -2.915  -0.603
C20 -0.568 1.271 -3.258  -0.401
C21 -2.074 1.500 -3.089  -0.579
S1 -2.628 0.633 -1.598  1.253
O1 -1.797 1.176 -0.446  -1.075
C22 -4.254 1.326 -1.402  -0.618
C23 -4.427 2.860 -1.091  -0.409
C24 -4.489 3.786 -2.296  -0.629
H13 1.300 2.150 -2.871  0.220
H14 -0.036 2.777 -1.929  0.205
H15 0.048 3.209 -3.633  0.222
H16 -0.277 0.449 -2.575  0.187
H17 -0.380 0.873 -4.245  0.230
H18 -2.633 1.008 -3.869  0.249
H19 -2.343 2.526 -3.015  0.244
H20 -4.689 0.756 -0.617  0.238
H21 -4.851 1.098 -2.276  0.254
H22 -3.577 3.208 -0.445  0.222
H23 -5.284 2.959 -0.437  0.234
H24 -3.580 4.385 -2.385  0.216
H25 -5.314 4.416 -2.076  0.239
H26 -4.687 3.294 -3.265  0.211

Entry 5:
Computed, not measured: a structure of composition C41H63GeIN5P3Se3TeTi in a non-equilibrium geometry, with ωB97M-V/def2-TZVPD.

Results
charge	-1
multiplicity	4
ΔE to the lowest compared entry with this formula, charge and spin	0.00	kcal per mole
max |F|	3.41	eV/A

Last column: Löwdin spin population.
CARTESIAN COORDINATES (ANGSTROEM)
Ti1 -0.981 -2.352 1.536  0.998
C1 3.833 0.284 -3.611  0.000
C2 4.224 -1.079 -3.047  0.000
C3 5.463 -1.014 -2.104  0.000
P1 2.917 -2.060 -2.142  0.001
C4 1.440 -0.933 -1.923  0.000
N1 1.297 -0.311 -0.611  -0.003
Ge1 -0.429 -0.201 0.288  0.018
N2 -0.467 1.261 1.478  0.003
C5 -0.135 1.159 2.869  0.008
P2 1.176 2.500 3.337  0.000
C6 2.073 1.728 4.728  0.000
C7 1.366 0.513 5.356  0.000
C8 3.549 1.444 4.251  0.000
C9 0.421 3.955 4.155  0.000
C10 0.168 5.035 3.114  0.000
C11 -0.754 3.515 4.997  0.000
C12 -1.144 2.432 1.073  0.000
C13 -2.202 3.004 1.765  0.001
C14 -2.924 4.069 1.150  0.000
C15 -2.558 4.593 -0.012  0.000
C16 -1.429 4.065 -0.658  0.000
C17 -0.857 2.929 -0.183  0.000
N3 0.146 2.264 -0.981  0.000
C18 1.484 2.075 -0.502  0.000
C19 2.208 3.159 -0.052  0.000
C20 3.419 3.037 0.518  0.000
C21 4.032 1.842 0.538  0.000
C22 3.385 0.698 0.073  0.000
C23 2.053 0.847 -0.308  0.000
C24 -0.148 1.836 -2.270  0.000
C25 0.571 2.303 -3.371  0.000
C26 0.395 1.819 -4.654  0.000
C27 -0.637 0.863 -4.825  0.000
C28 -1.414 0.466 -3.692  0.000
C29 -1.145 0.831 -2.381  0.000
N4 -1.558 0.186 -1.232  -0.002
C30 -2.565 -0.802 -1.436  0.001
P3 -3.078 -1.650 0.156  0.012
C31 -3.930 -0.395 1.142  0.009
C32 -4.606 0.667 0.228  0.002
C33 -4.951 -0.870 2.265  0.002
C34 -4.378 -2.813 -0.485  0.009
C35 -3.731 -3.975 -1.320  0.007
C36 -5.542 -2.271 -1.335  0.000
C37 2.249 -3.009 -3.627  0.000
C38 3.353 -4.085 -3.976  0.000
C39 0.872 -3.717 -3.612  0.000
H1 4.776 0.764 -3.845  0.000
H2 3.321 1.027 -2.924  0.000
H3 3.298 0.211 -4.573  0.000
H4 4.398 -1.804 -3.874  0.000
H5 5.225 -0.171 -1.470  0.000
H6 6.323 -0.803 -2.739  0.000
H7 5.578 -1.955 -1.517  0.000
H8 0.587 -1.629 -2.140  0.000
H9 1.472 -0.258 -2.750  0.000
H10 0.293 0.237 3.077  0.005
H11 -1.012 1.342 3.505  0.002
H12 2.078 2.478 5.516  0.000
H13 1.988 0.109 6.164  0.000
H14 1.227 -0.311 4.701  0.000
H15 0.384 0.759 5.825  0.000
H16 4.140 1.263 5.141  0.000
H17 3.906 2.339 3.714  0.000
H18 3.494 0.613 3.558  0.000
H19 1.251 4.311 4.837  0.000
H20 1.063 5.690 3.081  0.000
H21 -0.638 5.637 3.502  0.000
H22 -0.027 4.715 2.128  0.000
H23 -1.566 3.145 4.313  0.000
H24 -1.240 4.322 5.540  0.000
H25 -0.381 2.624 5.557  0.000
H26 -2.591 2.576 2.710  0.000
H27 -3.788 4.424 1.648  0.000
H28 -3.057 5.461 -0.440  0.000
H29 -1.101 4.372 -1.586  0.000
H30 1.802 4.147 -0.071  0.000
H31 3.890 3.935 1.068  0.000
H32 4.963 1.828 1.176  0.000
H33 3.786 -0.280 0.095  0.000
H34 1.295 3.100 -3.169  0.000
H35 0.884 2.181 -5.550  0.000
H36 -0.895 0.442 -5.800  0.000
H37 -2.140 -0.275 -4.018  0.000
H38 -2.261 -1.587 -2.126  0.000
H39 -3.413 -0.424 -1.968  0.000
H40 -3.121 0.255 1.578  0.003
H41 -5.552 0.373 -0.190  0.000
H42 -3.900 1.115 -0.473  0.000
H43 -4.834 1.514 0.908  0.000
H44 -5.903 -0.601 1.896  0.000
H45 -4.809 -0.427 3.219  0.002
H46 -4.902 -1.942 2.421  0.000
H47 -4.708 -3.275 0.446  0.007
H48 -3.160 -3.630 -2.216  0.000
H49 -4.498 -4.734 -1.696  0.000
H50 -2.954 -4.525 -0.738  0.007
H51 -5.359 -2.520 -2.380  0.000
H52 -5.639 -1.218 -1.330  0.000
H53 -6.500 -2.746 -1.161  0.000
H54 2.292 -2.230 -4.443  0.000
H55 4.026 -3.818 -4.780  0.000
H56 2.897 -5.019 -4.271  0.000
H57 4.075 -4.441 -3.284  0.000
H58 0.692 -4.440 -2.795  0.000
H59 0.719 -4.219 -4.594  0.000
H60 -0.067 -3.040 -3.427  0.000
Se1 -2.770 -4.523 1.997  0.395
Se2 -1.581 -6.383 1.494  0.539
Te1 0.737 -3.811 3.295  0.683
Se3 1.506 -2.086 1.608  0.074
I1 -1.638 -1.575 4.317  0.165
C40 1.582 -5.376 -0.408  0.009
C41 0.440 -4.503 -0.447  0.019
N5 -0.419 -3.747 -0.357  0.012
H61 1.749 -5.781 0.677  0.011
H62 2.434 -4.790 -0.900  0.000
H63 1.321 -6.251 -0.930  0.001

Entry 6:
Computed, not measured: a structure of composition C8H9LaO6P in a non-equilibrium geometry, with ωB97M-V/def2-TZVPD.

Results
charge	+3
max |F|	8.01	eV/A

Last column: natural (NBO) charge in e.
CARTESIAN COORDINATES (ANGSTROEM)
O1 0.003 4.030 -1.527  -0.240
C1 0.013 2.964 -1.059  0.422
La1 0.182 0.598 0.296  1.892
O2 -0.001 -1.378 -3.080  -0.265
C2 0.021 -0.703 -2.154  0.432
C3 -0.006 -2.068 0.440  0.439
O3 0.036 -3.197 0.728  -0.276
C4 -2.483 0.010 0.016  0.426
O4 -3.591 -0.308 -0.041  -0.252
C5 2.596 -0.024 -0.225  0.420
O5 3.703 -0.327 -0.033  -0.226
C6 1.147 0.272 5.243  -0.999
P1 0.110 0.100 3.767  1.875
C7 -0.357 -1.653 3.848  -0.998
C8 -1.082 1.418 3.891  -0.996
O6 0.905 0.277 2.443  -1.210
H1 0.617 0.940 5.956  0.291
H2 2.134 0.689 4.943  0.296
H3 1.293 -0.730 5.698  0.291
H4 -0.683 -1.849 4.898  0.311
H5 -1.177 -1.889 3.142  0.243
H6 0.511 -2.290 3.554  0.291
H7 -1.564 1.601 2.919  0.212
H8 -1.851 1.217 4.653  0.322
H9 -0.475 2.301 4.146  0.301

Number 1: DFT total energy -57757.8358 eV. Number 2: DFT total energy -42981.1358 eV. Number 3: DFT total energy -76481.9695 eV. Number 4: DFT total energy -121278.8176 eV. Number 5: DFT total energy -369922.9104 eV. Number 6: DFT total energy -30846.2780 eV.